Entry 1:
{"formula": "C4H6N2OS", "method": "wB97M-V/def2-TZVPD", "species": ["C", "C", "N", "O", "H", "H", "H", "N", "C", "C", "S", "H", "H", "H"], "xyz": [[1.50422, 1.01687, 1.11634], [1.26183, -0.25998, 0.36020], [1.18055, -1.35670, -0.10168], [0.91838, -2.35976, -0.71654], [2.08998, 1.68281, 0.51780], [0.55197, 1.26225, 1.37643], [1.98302, 0.79727, 2.03097], [-0.14571, 1.40466, -1.70315], [-0.66607, 0.47169, -1.29783], [-1.64313, -0.55230, -0.95434], [-2.28614, -0.10595, 0.71942], [-2.38214, -0.38668, -1.71057], [-1.36977, -1.59922, -0.83985], [-0.99700, -0.01497, 1.20278]], "lowdin_charge": [-0.0185, -0.0522, -0.1407, -0.0090, 0.0874, 0.0198, 0.0735, 0.1770, -0.3677, -0.4902, 0.7302, 0.0775, 0.0579, -0.1450], "e_homo_ha": -0.353, "max_force_ha_per_bohr": 0.094, "e_tot_ha": -738.8124, "smiles": "CC#[N+][O-].N#CCS"}



Entry 2:
{"formula": "C2H4NO", "method": "wB97M-V/def2-TZVPD", "species": ["C", "C", "N", "O", "H", "H", "H", "H"], "xyz": [[-0.53340, -0.33230, -1.34546], [-0.48482, -0.24585, -0.04344], [1.23856, 0.40938, 2.02710], [1.78973, 1.35919, 2.05884], [0.29028, -0.14899, -2.02191], [-1.44565, -0.63899, -1.84864], [-1.31348, -0.39156, 0.63452], [0.45876, -0.01087, 0.53898]], "lowdin_charge": [0.0067, -0.0518, 0.4108, 0.3937, 0.0770, 0.0870, 0.0754, 0.0013], "charge": 1, "e_homo_ha": -0.556, "max_force_ha_per_bohr": 0.086, "e_tot_ha": -208.1400}



Entry 3:
{"formula": "C4H5NO", "method": "wB97M-V/def2-TZVPD", "species": ["N", "C", "C", "C", "C", "O", "H", "H", "H", "H", "H"], "xyz": [[-1.19323, -1.42788, 2.84616], [-0.84072, -1.25814, 1.75591], [-0.46954, -0.92235, 0.41189], [0.62073, -0.20025, 0.13248], [0.66830, 0.60848, -1.13175], [0.02499, 1.82102, -0.77266], [-1.18935, -1.16693, -0.36814], [1.33658, 0.05342, 0.91123], [1.67776, 0.86979, -1.45706], [0.15078, 0.10402, -1.96114], [-0.76469, 1.54769, -0.28267]], "lowdin_charge": [0.1445, -0.2264, -0.1130, -0.0629, -0.2583, -0.0552, 0.1177, 0.1277, 0.1196, 0.1184, 0.0879], "e_homo_ha": -0.385, "max_force_ha_per_bohr": 0.021, "e_tot_ha": -285.3625, "smiles": "N#C/C=C/CO"}



Entry 4:
{"formula": "C23H27BClI2N10O2W", "method": "wB97M-V/def2-TZVPD", "species": ["W", "C", "C", "C", "C", "N", "N", "B", "N", "C", "C", "C", "C", "N", "N", "C", "C", "C", "C", "N", "N", "C", "C", "C", "C", "N", "H", "H", "H", "H", "H", "H", "H", "H", "H", "H", "H", "H", "H", "H", "H", "H", "H", "H", "H", "H", "I", "C", "I", "H", "H", "O", "N", "N", "O", "C", "C", "C", "C", "C", "C", "H", "H", "H", "H", "H", "Cl"], "xyz": [[-0.54294, -0.76294, -1.01767], [3.18049, -0.40541, -1.03846], [2.38467, -0.03967, 0.17173], [2.91524, 0.44833, 1.35482], [1.85513, 0.54327, 2.23622], [0.74980, 0.13671, 1.61573], [1.04823, -0.21709, 0.33366], [-0.68525, -0.05032, 2.14696], [-1.58530, 0.90342, 1.31550], [-2.29569, 1.97306, 1.64534], [-2.92162, 2.47257, 0.51396], [-2.53461, 1.65105, -0.52355], [-2.96990, 1.78835, -1.94091], [-1.68692, 0.69850, -0.03594], [-1.07227, -1.51915, 1.78127], [-1.56083, -2.42349, 2.62542], [-1.44981, -3.67645, 2.05180], [-0.86336, -3.47759, 0.81547], [-0.51299, -4.55197, -0.15641], [-0.62556, -2.14962, 0.64912], [-0.79687, 0.11921, 3.62307], [-1.80859, 0.52375, 4.44763], [-1.46995, 0.18524, 5.72466], [-0.21422, -0.45917, 5.61515], [0.61662, -1.04796, 6.70849], [0.17634, -0.50956, 4.35652], [3.63102, -1.39007, -0.89828], [4.00017, 0.30118, -1.15943], [2.60811, -0.41868, -1.95931], [3.94829, 0.67842, 1.54985], [1.81940, 0.84405, 3.26799], [-2.31205, 2.34057, 2.65610], [-3.58148, 3.32029, 0.45252], [-3.79624, 2.49423, -1.97650], [-3.30751, 0.84335, -2.36192], [-2.17612, 2.19750, -2.56720], [-1.91590, -2.12759, 3.59976], [-1.73129, -4.62071, 2.48440], [0.56550, -4.62619, -0.29404], [-0.99071, -4.39955, -1.12414], [-0.86542, -5.50287, 0.23582], [-2.71686, 0.97455, 4.08707], [-2.03840, 0.37190, 6.61978], [0.25939, -0.71964, 7.68187], [1.65957, -0.75408, 6.60338], [0.57301, -2.13691, 6.68167], [-2.87551, -2.07693, -1.41771], [0.10523, -3.05128, -3.73331], [1.18178, -2.29010, -5.37028], [-0.92992, -2.73477, -3.74921], [0.23404, -4.12441, -3.65988], [-1.20379, -0.35894, -3.01324], [-0.59687, 0.51266, -3.74058], [0.27914, 1.12335, -3.09417], [0.48968, 0.74353, -1.83277], [1.08049, 2.19184, -3.64930], [0.64896, 2.79716, -4.82073], [1.43428, 3.80417, -5.35357], [2.60701, 4.19182, -4.71572], [3.00169, 3.58013, -3.53419], [2.23464, 2.56558, -2.98359], [-0.26891, 2.49122, -5.30261], [1.12349, 4.29328, -6.26611], [3.21174, 4.98196, -5.13944], [3.90844, 3.89352, -3.03597], [2.51828, 2.09127, -2.05604], [0.85380, -2.44787, -2.13058]], "mulliken_spin": [1.0583, -0.0026, 0.0062, 0.0003, 0.0169, 0.0080, -0.0561, 0.0144, -0.0109, 0.0052, -0.0077, -0.0164, 0.0180, 0.0224, -0.0040, 0.0039, 0.0022, -0.0044, 0.0007, -0.0534, -0.0039, 0.0001, 0.0002, -0.0002, 0.0001, 0.0003, 0.0005, 0.0004, -0.0007, 0.0003, 0.0007, -0.0003, 0.0000, 0.0003, -0.0018, -0.0007, -0.0005, 0.0005, -0.0002, 0.0005, 0.0000, -0.0002, 0.0000, 0.0000, 0.0000, 0.0000, 0.0150, 0.0199, 0.0038, -0.0011, -0.0001, -0.0112, -0.0227, 0.0249, -0.0128, 0.0014, 0.0045, -0.0032, 0.0073, -0.0035, 0.0065, -0.0003, -0.0001, 0.0002, 0.0000, 0.0005, -0.0254], "multiplicity": 2, "charge": 2, "e_homo_ha": [-0.515, -0.515], "max_force_ha_per_bohr": 0.026, "e_tot_ha": -2737.7405}



Entry 5:
{"formula": "C3H9N2O", "method": "wB97M-V/def2-TZVPD", "species": ["N", "C", "O", "C", "C", "N", "H", "H", "H", "H", "H", "H", "H", "H", "H"], "xyz": [[2.05055, 1.15820, 0.49571], [1.04461, 0.30677, 0.36856], [1.16202, -0.88052, 0.63428], [-0.32319, 0.87957, 0.04113], [-1.16728, -0.18279, -0.66387], [-1.04639, -1.54381, -0.05388], [2.95953, 0.81988, 0.75598], [1.96183, 2.13232, 0.36062], [-0.72807, 1.31736, 0.92619], [-0.20453, 1.63966, -0.71867], [-2.14128, 0.14287, -0.76112], [-0.66703, -0.25348, -1.60283], [-1.71381, -1.71761, 0.65591], [-1.16029, -2.29021, -0.76683], [-0.02666, -1.52821, 0.32881]], "lowdin_charge": [0.2327, -0.4791, 0.0780, -0.0571, -0.1106, 0.1732, 0.1401, 0.1199, 0.1311, 0.1326, 0.1118, 0.1323, 0.1457, 0.1831, 0.0662], "charge": 1, "e_homo_ha": -0.555, "max_force_ha_per_bohr": 0.045, "e_tot_ha": -304.2437, "smiles": "NC(=O)CC[NH3+]"}



Entry 6:
{"formula": "C7H4F6IN2O5OsS3", "method": "wB97M-V/def2-TZVPD", "species": ["Os", "O", "N", "C", "C", "C", "C", "C", "S", "H", "H", "H", "H", "F", "C", "F", "F", "S", "O", "O", "N", "S", "O", "O", "C", "F", "F", "F", "I"], "xyz": [[0.56032, 1.27147, -0.73069], [2.09645, -0.11448, -0.11443], [2.55025, -0.09884, 1.13506], [3.45657, -1.05130, 1.45109], [3.99173, -1.11761, 2.70482], [3.58386, -0.18172, 3.65894], [2.65944, 0.77171, 3.31818], [2.11865, 0.82274, 2.02552], [0.94948, 2.00275, 1.57076], [3.69222, -1.71739, 0.63591], [4.71254, -1.88794, 2.93248], [3.99054, -0.20895, 4.66032], [2.31681, 1.50882, 4.02951], [-3.70268, -0.07271, 1.25522], [-4.14633, 0.72311, 0.29082], [-5.27803, 0.23855, -0.19813], [-4.36364, 1.93585, 0.78987], [-2.89266, 0.86675, -1.05096], [-1.71030, 1.38295, -0.34236], [-3.45006, 1.70233, -2.05988], [-2.76798, -0.64959, -1.43265], [-1.48848, -1.36488, -1.96787], [-0.24025, -0.70500, -1.56578], [-1.55549, -2.77147, -1.78518], [-1.53117, -1.07812, -3.78746], [-2.64802, -1.57315, -4.29996], [-1.47435, 0.22919, -4.03007], [-0.48505, -1.67299, -4.34998], [1.05563, 2.80992, -2.74312]], "mulliken_spin": [4.1083, 0.1021, 0.0266, -0.0054, 0.0138, -0.0036, -0.0025, 0.0242, 0.2265, -0.0009, 0.0002, -0.0008, -0.0002, 0.0000, 0.0038, 0.0010, -0.0002, 0.0433, 0.0308, 0.0020, 0.0021, 0.0100, 0.0409, 0.0102, 0.0017, 0.0008, -0.0012, 0.0004, 0.3661], "multiplicity": 6, "e_homo_ha": [-0.319, -0.348], "max_force_ha_per_bohr": 0.003, "e_tot_ha": -2936.8769}



Entry 7:
{"formula": "C26H30Cl3GeN3O3OsSi", "method": "wB97M-V/def2-TZVPD", "species": ["Os", "N", "C", "C", "O", "N", "C", "C", "O", "O", "H", "H", "H", "H", "H", "H", "C", "Ge", "C", "C", "C", "C", "C", "C", "C", "C", "C", "C", "C", "C", "C", "C", "C", "C", "H", "H", "H", "H", "H", "H", "H", "H", "H", "H", "H", "H", "H", "H", "H", "C", "C", "C", "C", "C", "N", "H", "H", "H", "H", "H", "H", "H", "H", "H", "Cl", "Si", "Cl", "Cl"], "xyz": [[-1.64576, 1.70438, 0.78834], [-0.99448, 3.56724, 1.43773], [-2.16875, 4.48065, 1.50690], [-3.14850, 4.12892, 0.40455], [-3.90328, 4.93525, -0.07274], [-3.03518, 2.80183, 0.00272], [-3.70529, 2.44892, -1.23506], [-2.74340, 1.72855, -2.15369], [-2.84349, 1.67738, -3.34090], [-1.74829, 1.07946, -1.47774], [-0.52920, 3.56116, 2.34559], [-0.33352, 3.93401, 0.75550], [-1.87783, 5.52560, 1.42028], [-2.65742, 4.33740, 2.47145], [-4.09058, 3.33301, -1.73921], [-4.54900, 1.77800, -1.04730], [-1.91623, -1.07601, -3.79964], [-0.85675, -0.36838, -2.35223], [0.84226, 0.40507, -2.81601], [1.76215, 0.73044, -1.81786], [2.99127, 1.27951, -2.14544], [3.31424, 1.50237, -3.47855], [2.40959, 1.18017, -4.47829], [1.17564, 0.63482, -4.14830], [-0.88998, -1.55268, -0.80856], [-2.01052, -1.51084, -0.01072], [-2.21326, -2.43859, 1.03373], [-1.27568, -3.39584, 1.27901], [-0.10720, -3.48598, 0.48229], [0.86248, -4.49314, 0.71512], [1.95751, -4.60881, -0.09107], [2.13718, -3.71876, -1.17208], [1.22859, -2.72787, -1.40905], [0.08143, -2.57265, -0.58562], [-1.43846, -1.99885, -4.13595], [-1.99478, -0.38081, -4.62880], [-2.91354, -1.32618, -3.44024], [1.52086, 0.53707, -0.77676], [3.70284, 1.52857, -1.36831], [4.27523, 1.92698, -3.73706], [2.66330, 1.35404, -5.51533], [0.47322, 0.39252, -4.93704], [-2.80636, -0.79325, -0.20939], [-3.11388, -2.38645, 1.62862], [-1.42055, -4.11584, 2.07559], [0.71033, -5.18057, 1.53831], [2.68449, -5.38969, 0.08700], [3.00079, -3.82500, -1.81486], [1.39220, -2.04384, -2.23254], [2.95071, 0.52391, 3.26962], [2.12802, -0.50431, 2.47988], [2.97208, -1.16761, 1.38544], [1.52515, -1.55782, 3.42218], [1.00328, 0.20927, 1.85587], [0.09832, 0.77429, 1.43263], [3.77473, 0.00367, 3.75727], [2.34712, 1.00797, 4.03729], [3.36932, 1.28622, 2.61218], [3.80609, -1.68305, 1.86207], [3.37798, -0.43032, 0.69149], [2.39053, -1.89824, 0.82504], [2.34537, -2.06957, 3.92588], [0.94408, -2.29108, 2.86428], [0.88525, -1.09859, 4.17512], [-1.27024, 2.61215, 4.40078], [-2.37070, 1.51093, 3.00380], [-4.32142, 2.07582, 3.27202], [-2.21016, -0.40694, 3.73079]], "mulliken_spin": [0.9160, -0.0390, 0.0250, -0.0311, 0.0728, 0.1069, -0.0150, 0.0033, 0.0025, -0.0034, 0.0011, -0.0026, -0.0006, -0.0030, -0.0020, 0.0084, 0.0002, -0.0061, -0.0034, 0.0074, 0.0013, 0.0000, 0.0001, 0.0001, 0.0039, 0.0092, 0.0144, -0.0002, 0.0007, -0.0014, 0.0008, -0.0006, -0.0001, -0.0017, -0.0001, -0.0001, 0.0002, 0.0002, 0.0001, 0.0000, 0.0000, 0.0000, -0.0185, 0.0014, -0.0001, -0.0002, 0.0003, -0.0002, 0.0013, 0.0028, 0.0243, 0.0070, 0.0075, 0.0400, -0.1186, 0.0003, -0.0005, -0.0005, 0.0001, 0.0005, -0.0021, 0.0007, -0.0009, -0.0002, -0.0015, -0.0108, -0.0012, 0.0046], "multiplicity": 2, "charge": 1, "e_homo_ha": [-0.412, -0.412], "max_force_ha_per_bohr": 0.008, "e_tot_ha": -5236.4456}



Entry 8:
{"formula": "C5H6N", "method": "wB97M-V/def2-TZVPD", "species": ["C", "C", "C", "C", "C", "N", "H", "H", "H", "H", "H", "H"], "xyz": [[1.40935, -0.20141, 0.50703], [-0.98484, -0.63000, -0.50162], [2.71511, 0.77892, 0.16570], [0.19833, -0.37716, -0.09063], [-2.25200, 0.17792, -0.29189], [2.70576, -0.20490, -0.52215], [1.65700, -0.81583, 1.37927], [-1.18780, -1.69068, -0.82988], [3.21845, 1.60074, 0.58091], [-1.83946, 1.05460, 0.03845], [-2.65931, -0.15133, 0.59184], [-2.98060, 0.45912, -1.02703]], "lowdin_charge": [-0.0784, -0.0316, 0.0860, 0.1052, -0.0095, 0.2347, 0.1407, 0.1788, 0.1399, 0.0529, 0.0754, 0.1059], "charge": 1, "e_homo_ha": -0.580, "max_force_ha_per_bohr": 0.059, "e_tot_ha": -248.4160}